{"formula": "C35H79F6N5O23S2V2", "method": "ωB97M-V with the def2-TZVPD basis set", "multiplicity": 1, "orbital_gap_ha": 0.3153, "e_homo_ev": -8.83, "elements": ["O", "V", "O", "O", "V", "O", "C", "F", "F", "F", "S", "O", "O", "O", "C", "F", "F", "F", "S", "O", "O", "O", "C", "C", "O", "C", "O", "O", "H", "H", "H", "H", "C", "O", "C", "C", "N", "C", "C", "O", "C", "H", "H", "H", "H", "H", "H", "H", "H", "H", "H", "H", "H", "H", "H", "H", "C", "O", "C", "C", "N", "C", "C", "O", "C", "H", "H", "H", "H", "H", "H", "H", "H", "H", "H", "H", "H", "H", "H", "H", "C", "O", "C", "C", "N", "C", "C", "O", "C", "H", "H", "H", "H", "H", "H", "H", "H", "H", "H", "H", "H", "H", "H", "H", "C", "O", "C", "C", "N", "C", "C", "O", "C", "H", "H", "H", "H", "H", "H", "H", "H", "H", "H", "H", "H", "H", "H", "H", "C", "O", "C", "C", "N", "C", "C", "O", "C", "H", "H", "H", "H", "H", "H", "H", "H", "H", "H", "H", "H", "H", "H", "H"], "positions_angstrom": [[0.3151, -6.5483, -0.6524], [0.3355, -4.9592, -0.2771], [0.5425, -4.8153, 1.3083], [5.2928, -0.6702, -0.2431], [3.6976, -0.4225, -0.3830], [3.3434, -0.2158, -1.9575], [-0.7088, -0.6110, -1.8125], [-0.8094, 0.7024, -1.8140], [-1.9332, -1.1923, -2.0835], [0.1640, -0.9187, -2.7482], [0.0553, -1.2909, -0.1865], [0.0747, -2.7807, -0.2704], [1.4039, -0.6739, -0.1069], [-0.9293, -0.7336, 0.7263], [4.5664, -4.7974, 0.6243], [3.6204, -4.8804, 1.6499], [5.4434, -4.0192, 1.0847], [5.0928, -6.0639, 0.3390], [3.6549, -3.9728, -0.8228], [3.4626, -2.5108, -0.4415], [4.4434, -4.2193, -2.0420], [2.4027, -4.7463, -0.7777], [-3.8281, 0.6932, -4.1083], [-4.3125, 1.5421, -5.2492], [-4.2758, 2.7911, -4.8023], [-3.9094, 2.7952, -3.4783], [-3.8770, 3.7952, -2.7938], [-3.5831, 1.6073, -3.0474], [-2.9470, 0.1946, -4.5123], [-4.5120, -0.0943, -3.7916], [-5.3596, 1.3092, -5.4429], [-3.7332, 1.3980, -6.1612], [-0.6859, 2.2153, 3.2988], [0.1961, 1.5588, 4.0974], [0.6810, 2.2287, 5.2178], [1.5118, 1.2542, 6.0427], [1.8905, 1.7440, 7.4058], [3.2403, 2.2754, 7.4135], [3.6709, 2.4165, 8.9450], [3.9316, 1.1172, 9.3974], [3.4132, 0.8132, 10.6156], [-1.5893, 2.1759, 3.9073], [-0.7865, 1.7258, 2.3301], [-0.3673, 3.2545, 3.2171], [-0.1185, 2.6612, 5.8195], [1.4139, 2.9391, 4.8352], [2.3895, 0.9865, 5.4544], [0.8543, 0.4226, 6.2965], [1.5865, 1.0516, 8.0753], [3.3031, 3.2099, 6.8560], [3.9593, 1.6395, 6.8969], [3.1008, 3.0274, 9.6449], [4.6462, 2.8944, 9.0366], [3.8960, 1.1532, 11.5317], [3.4433, -0.2750, 10.6711], [2.3659, 1.0942, 10.7272], [-5.1918, -1.1672, -0.5052], [-5.8452, -2.4264, -0.2490], [-7.0803, -2.5186, -1.0923], [-8.0770, -1.3850, -0.9990], [-8.9704, -1.5360, 0.1209], [-10.0861, -0.5815, -0.1091], [-9.6472, 0.8827, 0.2746], [-8.5397, 1.3317, -0.4586], [-7.8591, 2.4286, 0.2074], [-5.7104, -0.3065, -0.0829], [-5.0107, -0.9178, -1.5508], [-4.1468, -1.0238, -0.2304], [-7.5968, -3.4458, -0.8441], [-6.6201, -2.6557, -2.0709], [-8.6954, -1.3105, -1.8935], [-7.4797, -0.4791, -1.1019], [-8.2844, -1.3807, 0.8457], [-11.0086, -0.7756, 0.4381], [-10.4237, -0.6535, -1.1429], [-9.5058, 0.9650, 1.3522], [-10.5194, 1.5320, 0.1989], [-8.2197, 3.3231, -0.3005], [-6.7910, 2.2141, 0.1706], [-8.0586, 2.5501, 1.2720], [-1.4277, -2.5060, -6.0667], [-0.8951, -3.0386, -4.8870], [-0.5944, -4.4259, -4.6822], [0.1037, -4.6556, -3.3289], [-0.9277, -4.6020, -2.2568], [-2.0681, -5.5218, -2.2267], [-2.8634, -5.2101, -0.9625], [-2.0188, -5.1157, 0.2137], [-2.8073, -4.3971, 1.1120], [-1.9120, -1.5764, -5.7678], [-2.0178, -3.3047, -6.5161], [-0.6426, -2.2163, -6.7651], [0.0497, -4.6900, -5.5210], [-1.4728, -5.0104, -4.9554], [0.8674, -3.9594, -2.9822], [0.5415, -5.6508, -3.2512], [-1.3055, -3.7118, -2.5479], [-1.7365, -6.5591, -2.2727], [-2.6961, -5.4305, -3.1129], [-3.5622, -6.0035, -0.6973], [-3.4115, -4.3248, -1.2849], [-3.3068, -3.5245, 0.6910], [-2.2029, -4.0242, 1.9389], [-3.5763, -5.0465, 1.5303], [7.0675, 0.8598, -3.2382], [6.5535, 2.1286, -3.5839], [6.3390, 2.8906, -2.3980], [5.1929, 3.8692, -2.7707], [3.9176, 3.2668, -2.6218], [2.8845, 3.9723, -3.3026], [1.7016, 2.9867, -3.7839], [2.4141, 2.1515, -4.7116], [1.6236, 0.9855, -4.8750], [8.0534, 1.2559, -2.9947], [7.1643, 0.2125, -4.1097], [6.7144, 0.2595, -2.3997], [7.2690, 3.4111, -2.1692], [6.2589, 2.3107, -1.4785], [5.2720, 4.4604, -3.6831], [5.1395, 4.7304, -2.1046], [4.0448, 2.4757, -3.2367], [3.1646, 4.4433, -4.2448], [2.4606, 4.6883, -2.5985], [0.8316, 3.5446, -4.1302], [1.2389, 2.6232, -2.8663], [1.5206, 0.4382, -3.9380], [2.2866, 0.3498, -5.4618], [0.6555, 1.1469, -5.3491], [4.4723, -1.4016, 3.0095], [4.1308, -0.5824, 1.9217], [3.8638, 0.7493, 2.4225], [4.2626, 1.7668, 1.3509], [3.4352, 1.7979, 0.1125], [2.0948, 2.3995, 0.4317], [2.2366, 3.9254, 0.7092], [2.4981, 4.1803, 2.0224], [2.8994, 5.4976, 2.3450], [5.3516, -1.1130, 3.5854], [4.5898, -2.4070, 2.6051], [3.5861, -1.5991, 3.6126], [4.5781, 1.0642, 3.1833], [2.8434, 0.9082, 2.7712], [5.2781, 1.6368, 0.9767], [4.1487, 2.7605, 1.7844], [3.7877, 2.6426, -0.3146], [1.4946, 1.9874, 1.2429], [1.5361, 2.4094, -0.5042], [1.3595, 4.4951, 0.4023], [2.8969, 4.4533, 0.0211], [2.8097, 5.7405, 3.4038], [2.2396, 6.0771, 1.6993], [3.9485, 5.7165, 2.1461]], "forces_ev_per_angstrom": [[0.037, 2.640, 0.579], [0.319, -1.940, 2.008], [-0.488, -0.674, -1.971], [-1.955, 1.207, -1.170], [1.263, -0.780, -3.644], [1.041, -0.102, 2.574], [0.732, -1.361, 0.770], [-0.609, 0.128, 0.415], [1.380, 0.762, 0.290], [-0.068, -0.627, -1.108], [-0.642, 0.434, 0.721], [0.030, 2.354, -0.683], [-1.382, -0.667, 0.034], [0.964, -0.733, -0.259], [-2.888, -2.062, 0.338], [0.986, -0.730, -1.506], [2.857, 1.354, 0.430], [-1.241, 2.628, 0.464], [0.873, 1.279, -1.764], [0.075, -3.478, -0.076], [-1.378, 0.690, 2.514], [-0.596, 0.582, -0.290], [0.662, -1.661, -0.505], [-1.755, -2.909, -1.519], [0.746, 3.621, 2.141], [-0.151, 3.889, 0.796], [-0.120, -1.450, -1.228], [0.233, -1.616, -0.271], [0.555, -0.009, 1.005], [-0.111, 0.259, 0.130], [-0.105, -0.268, -0.506], [0.055, 0.119, 0.001], [-1.000, 1.027, 0.616], [2.128, -2.604, 0.368], [0.962, 0.058, -0.136], [-1.096, 0.008, 1.711], [-0.493, 0.558, -2.458], [-0.353, 0.186, 2.751], [1.865, 0.504, -1.782], [0.079, 0.061, -0.691], [-1.144, -1.725, 1.473], [-0.983, 0.450, -0.790], [-0.047, -0.034, 0.154], [-0.154, 0.358, -0.527], [-0.022, 0.277, 0.038], [-0.299, 1.049, 0.224], [0.023, -0.489, 0.059], [0.209, -0.501, -0.774], [1.005, 0.154, 0.212], [-0.345, 0.357, 0.322], [0.262, -0.509, 0.272], [-1.042, -0.357, -0.401], [0.255, 0.507, -0.627], [0.673, 0.588, -0.180], [-0.076, -0.138, 0.202], [-0.304, 0.185, -0.174], [0.197, 0.429, -0.268], [-0.552, 1.391, -0.396], [1.253, -0.758, 0.062], [1.101, -0.560, -1.870], [-0.242, 0.229, -1.133], [1.242, 1.509, 1.477], [-1.526, -0.883, -0.109], [0.280, 0.516, 1.329], [-0.423, -0.522, -0.681], [-0.231, -0.119, 0.163], [-0.908, -0.407, -0.760], [0.052, -1.168, 1.190], [0.362, -0.100, 0.349], [-0.549, 0.305, -0.500], [0.173, -0.639, -0.359], [-0.337, 0.350, 0.628], [-1.100, 0.546, 1.358], [0.283, -0.357, 0.573], [0.474, 0.048, -0.143], [0.706, -0.573, 0.275], [-0.299, 0.401, -0.782], [0.704, 0.289, 0.061], [0.027, 0.456, -0.564], [-0.540, -0.406, 0.082], [0.706, -0.977, 0.164], [0.505, 0.385, 2.487], [1.259, 1.117, -2.341], [-1.562, -1.625, 0.132], [0.424, 0.788, 0.150], [0.664, -1.193, -0.102], [0.600, -1.309, -0.903], [-0.157, 0.915, -2.345], [-0.162, 0.844, 2.144], [-0.589, -0.315, -0.242], [-0.727, 0.549, -0.414], [0.242, -0.151, -0.185], [0.745, -0.299, 0.131], [-0.402, -0.353, 0.997], [-0.012, 0.380, -0.900], [0.140, -0.090, -0.511], [-0.533, 0.768, 1.112], [0.425, 0.046, 0.337], [-0.343, 0.339, 0.059], [-0.313, 0.020, -0.496], [-0.037, 0.579, 1.184], [0.122, -0.028, -0.351], [0.243, -0.237, -0.074], [-0.131, -0.120, -0.006], [2.492, 0.434, -0.527], [-2.473, -0.611, 0.777], [0.224, 1.552, -1.570], [0.918, 1.808, 2.266], [-0.258, -2.019, -1.149], [-3.062, -0.042, -0.395], [2.727, 2.347, 1.224], [-2.705, 0.363, 1.471], [1.573, -1.190, -0.303], [1.018, -1.474, 0.476], [-0.259, 0.267, -0.110], [-0.931, 0.551, 0.105], [0.230, 0.656, -0.274], [-1.127, -0.451, -0.181], [0.724, -0.882, -0.904], [0.695, 0.161, 0.855], [-0.338, -1.206, 0.233], [0.525, 0.418, 0.049], [-0.146, 0.510, -0.258], [0.303, 0.277, -1.232], [0.598, -1.672, 0.074], [-0.204, 0.337, 0.154], [-0.510, -0.252, -0.480], [-0.009, 0.213, -0.118], [-0.992, -2.405, -0.350], [-0.741, 2.078, 1.404], [1.107, 0.872, -1.480], [-0.456, 0.608, -0.080], [-0.998, -0.729, 2.201], [-0.231, 1.749, -0.862], [-0.670, 0.081, -1.298], [1.069, -0.582, 2.728], [-0.445, 0.069, -0.801], [-0.105, 0.362, -0.201], [0.667, 0.120, -0.173], [-0.011, 0.683, 0.652], [-0.101, -0.728, 0.627], [-0.134, -0.348, 0.044], [0.133, -0.262, 0.530], [0.373, -0.095, 0.430], [0.811, -0.740, -1.768], [0.350, -0.541, -0.153], [-0.212, -0.629, 0.072], [-1.098, -0.438, 0.141], [1.266, -0.492, -0.172], [-0.685, -0.417, -0.048], [0.234, 1.071, 0.410], [0.188, -0.235, -0.617]], "mulliken_charge": [-0.42, 0.86, -0.50, -0.59, 0.90, -0.27, 0.01, -0.14, 0.01, -0.22, 1.13, 0.07, -0.46, -0.66, 0.41, -0.22, -0.17, -0.23, 1.23, -0.27, -0.69, -0.77, 0.36, -0.37, -0.35, 0.59, -0.58, -0.19, -0.32, 0.16, 0.27, 0.32, -0.64, -0.11, -0.45, -0.28, -0.29, -0.31, -0.80, -0.32, -0.83, 0.39, 0.02, 0.29, 0.40, 0.15, -0.19, 0.43, 0.27, 0.28, 0.26, 0.44, 0.38, 0.32, 0.26, 0.37, -0.79, -0.36, -0.83, -0.17, -0.35, -0.64, -0.65, -0.23, -0.73, 0.34, 0.27, 0.29, 0.35, 0.36, 0.29, 0.24, 0.30, 0.34, 0.30, 0.42, 0.42, 0.27, 0.25, 0.34, -0.32, -0.07, -0.94, -0.39, 0.82, -1.00, -0.49, -0.23, -0.83, -0.20, 0.36, 0.26, 0.55, 0.49, 0.04, 0.37, -0.38, 0.37, 0.47, 0.51, 0.29, 0.30, 0.27, 0.30, -0.75, -0.37, -0.44, -1.12, 0.35, -1.30, 0.04, -0.43, -0.51, 0.43, 0.23, 0.19, 0.58, 0.04, 0.60, 0.52, 0.11, 0.51, 0.46, 0.62, -0.30, 0.01, 0.33, 0.35, -0.72, -0.09, -0.13, -1.30, 0.53, -0.19, -1.53, -0.17, -0.93, 0.35, 0.03, 0.31, 0.63, 0.07, 0.33, 0.87, -0.23, 0.48, -0.26, 0.77, 0.63, 0.22, 0.40, 0.31]}